No. 1
ORCA calculation (ωB97M-V/def2-TZVPD) on a 2-piece molecular cluster, C6H15NO overall.

For the molar mass, the calculation gives 117.19 Da. The value obtained for the largest force on an atom is 2.828 eV/A. The value obtained for the energy relative to the best compared isomer or geometry (same formula, charge and spin) is 307.8 kJ/mol. The calculation puts the HOMO energy at -8.12 eV. For the calculated total energy, the calculation gives -367.51406 a.u. For the orbital gap, the calculation gives 0.32775 Ha.

Structure (XYZ):
```
23
C6H15NO (ωB97M-V/def2-TZVPD)
C -1.73298 -1.18207 0.40595
N -1.12507 -0.30135 1.36266
C -0.86852 1.10345 1.22748
C 0.07581 1.50365 0.09510
C 1.54176 1.55273 0.54830
C 2.28094 0.44547 0.47253
C -1.01052 -2.55023 0.29855
H -2.06726 -0.81170 -0.55125
H -2.70520 -1.46632 0.87437
H -0.53012 -0.81362 1.99721
H -1.87245 1.47124 0.97828
H -0.66134 1.63734 2.14000
H 0.08951 0.82554 -0.78470
H -0.18841 2.39502 -0.45322
H 1.75627 2.47019 1.09415
H 3.27939 0.16402 0.77299
H 1.81202 -0.35564 -0.11196
H -1.14122 -2.98157 -0.66807
H 0.06195 -2.38896 0.57123
H -1.36055 -3.16295 1.13988
H 0.07714 0.09662 -3.50560
H 1.53535 -0.45727 -2.84338
O 1.03743 -0.01652 -3.52158
```

No. 2
ORCA calculation (ωB97M-V/def2-TZVPD) on a 2-piece molecular cluster, C6H15NO overall.

For the molar mass, the calculation gives 117.19 Da. The value obtained for the largest force on an atom is 3.773 eV/A. The value obtained for the energy relative to the best compared isomer or geometry (same formula, charge and spin) is 204.5 kJ/mol. The calculation puts the HOMO energy at -9.81 eV. For the calculated total energy, the calculation gives -367.55340 a.u. For the orbital gap, the calculation gives 0.39204 Ha.

Structure (XYZ):
```
23
C6H15NO (ωB97M-V/def2-TZVPD)
C -0.45044 2.08260 0.76554
C -0.99169 2.80471 -0.44478
C 0.98589 1.48564 0.41644
H -0.17474 2.82943 1.52644
H -1.17472 1.44303 1.23304
H -1.82674 2.21252 -0.88542
H 1.93013 1.80622 0.95929
H -0.35097 2.98295 -1.33585
H -1.24553 3.88614 -0.23309
H 0.95855 0.37094 0.58686
H 1.11676 1.68339 -0.63619
C 0.34161 -1.57151 -0.54658
C 0.54948 -2.57866 -1.70764
C -0.29608 -2.20617 0.69358
O -0.52090 -3.39118 0.77990
N -0.42794 -1.40754 1.81322
H 1.26020 -0.90769 -0.47633
H -0.37255 -0.74028 -0.81647
H -0.04168 -2.41534 -2.58182
H 0.06330 -3.54733 -1.53913
H -0.56947 -1.84422 2.71238
H -0.39157 -0.38816 1.56644
H 1.62908 -2.58948 -1.84982
```